No. 1
Molecular formula: C38H41BrCsN7OS4
Method: DFT, ωB97M-V/def2-TZVPD

Properties
**DFT total energy**: -6118.1501 Eh
**Lowest unoccupied orbital energy**: 3.571 eV
**E_HOMO**: -1.6 eV
**Net charge**: -2
**ΔE to the lowest compared entry with this formula, charge and spin**: 0.900 eV

Positions of all 93 atoms, in Å:
H1 -2.94254 1.83632 -2.36732
C1 -2.48931 -2.93279 -4.73746
C2 -7.08676 -0.10842 0.22009
H2 3.27490 -1.90962 -5.34437
H3 0.19702 -0.93648 -4.42467
C3 -2.88698 3.49790 -0.38784
N1 3.55628 -2.11541 -3.22314
H4 2.70053 2.11761 5.24252
H5 3.01409 -1.06803 -1.53383
H6 -2.09245 4.40038 2.76564
C4 2.97223 2.40125 4.22668
C5 -6.52674 1.02980 -0.33852
H7 4.96398 -4.10841 0.49324
S1 -0.73349 0.35810 3.25999
H8 -4.79503 1.85929 -1.26004
H9 3.68797 3.09492 1.85640
H10 3.97921 -3.20136 2.68437
C6 -1.07640 0.54551 7.80152
Cs1 0.20473 -0.65017 0.12313
N2 -0.56065 -2.13584 -2.93931
C7 1.57069 1.07504 -2.41240
C8 -0.01882 -0.13624 7.23563
Br1 -3.81237 -3.47716 -5.99279
C9 3.92014 -3.91651 0.66752
H11 -2.64221 1.48427 4.96714
H12 1.68161 -1.61206 -2.52375
H13 -7.08781 1.95530 -0.39865
H14 0.42777 2.37248 2.63586
C10 2.82512 -4.00625 -0.13898
C11 3.21972 0.71382 -4.21715
H15 1.51266 -2.86359 2.54355
C12 2.67280 -1.15343 -2.57113
H16 5.19289 -1.57248 -2.07687
N3 2.75868 1.25297 3.38546
H17 -8.09856 -0.08232 0.61158
H18 2.03995 3.88288 -4.36879
H19 -1.49545 -1.61750 -6.13037
C13 -2.84495 4.27978 0.74988
H20 -2.88595 1.66831 7.42107
O1 2.36702 0.30270 1.37419
H21 -0.85992 2.69186 3.79682
H22 3.69234 -3.52573 -4.74584
H23 4.01914 2.72861 4.23623
C14 -1.48682 2.60035 1.75911
C15 -0.60979 2.14077 2.89232
H24 -3.30763 -4.06381 -3.09115
C16 -2.24575 2.26006 -0.38718
C17 4.97231 -1.89093 -3.09772
H25 3.09045 2.38494 0.41056
H26 -1.29243 1.26758 -2.02687
C18 2.72516 1.27057 2.03755
H27 2.07437 -2.86818 -4.46181
N4 3.03790 2.46746 1.41633
C19 2.17755 2.86025 -4.02365
H28 5.51095 -2.82770 -3.28528
C20 -0.80437 0.39757 5.04043
C21 -0.57574 -1.66240 -4.18448
N5 1.69616 -3.61091 0.54181
H29 5.38650 -1.13046 -3.77978
C22 -2.03490 1.15295 6.99297
S2 -2.82351 -0.35089 -1.36308
H30 -3.42698 3.82212 -1.26812
C23 -2.30191 1.38198 -1.61044
N6 3.44425 -3.45834 1.87449
S3 -4.16396 -2.87910 -0.16248
C24 3.05948 2.01977 -4.68201
C25 -5.22303 0.97250 -0.82016
C26 3.13473 -2.61303 -4.50705
H31 -1.52402 -3.32805 -1.55953
C27 1.46343 2.37927 -2.91906
H32 -1.16356 0.59590 8.88180
N7 -1.55080 1.83725 0.66889
H33 -6.79234 -2.17747 0.71221
H34 3.91796 0.06255 -4.73273
H35 2.39013 0.40224 3.83319
H36 2.78818 -4.28687 -1.17874
S4 1.52999 -1.15797 5.23658
H37 3.62050 2.36553 -5.54472
C28 -2.14311 3.82294 1.85162
C29 -1.51724 -2.02902 -5.13154
H38 0.77497 3.08080 -2.43996
C30 -5.04525 -1.38697 -0.21144
C31 -1.89162 1.05443 5.62166
C32 -4.47987 -0.19755 -0.74736
C33 -1.51473 -2.99138 -2.58908
H39 2.34820 3.24985 3.92722
C34 0.16908 -0.24625 5.83817
H40 -3.35916 5.23318 0.78097
C35 -6.35700 -1.28513 0.27895
H41 0.71603 -0.61961 7.86742
C36 2.49998 0.26342 -3.11305
C37 2.10891 -3.27909 1.74203
C38 -2.51674 -3.42443 -3.45307

***

No. 2
Molecular formula: C5H5N
Method: DFT, ωB97M-V/def2-TZVPD

Properties
**DFT total energy**: -248.1412 Eh
**Lowest unoccupied orbital energy**: 1.234 eV
**E_HOMO**: -9.1 eV
**Net charge**: 0
**ΔE to the lowest compared entry with this formula, charge and spin**: 3.643 eV

Positions of all 11 atoms, in Å:
C1 -0.83926 0.17846 0.32069
H1 -1.40132 0.46300 -1.98108
H2 1.40860 1.10910 -1.63155
H3 -1.72269 0.58257 0.82464
C2 0.55741 0.87659 -0.99907
C3 -0.22600 -1.07456 0.91477
C4 -0.69836 0.46651 -1.16045
H4 2.01257 -0.86065 1.05216
N1 0.57204 0.77621 0.44458
H5 -0.65136 -1.98627 1.30873
C5 0.98837 -0.53096 0.90658

***

No. 3
Molecular formula: C43H44N3
Method: DFT, ωB97M-V/def2-TZVPD

Properties
**DFT total energy**: -1828.9743 Eh
**Lowest unoccupied orbital energy**: -5.139 eV
**E_HOMO**: -8.2 eV
**Net charge**: +1
**ΔE to the lowest compared entry with this formula, charge and spin**: 0.095 eV

Positions of all 90 atoms, in Å:
C1 -4.96514 3.36665 -5.56219
C2 4.06374 -2.73483 1.72583
H1 -2.16076 3.76295 -0.46982
H2 3.38387 0.67222 2.89593
C3 -3.21047 0.75791 2.38896
H3 -4.43176 2.52654 -6.03581
C4 0.42299 -1.61416 5.18463
H4 -4.30883 5.76148 -5.61637
H5 -1.32096 -3.55148 2.11661
H6 0.45579 -3.76124 5.28082
C5 1.61614 -3.04920 3.62519
H7 -2.60718 4.95658 -2.61031
C6 -2.61665 3.22731 -1.30563
H8 3.51476 -0.13660 -6.19451
H9 -2.65079 5.45626 -5.02222
H10 6.33702 0.94266 -1.05024
H11 0.70599 0.51390 4.91378
C7 -2.88403 3.90850 -2.48109
H12 4.47582 -3.25425 2.57502
C8 3.99413 -0.18954 -4.09542
H13 -5.16634 2.19903 4.74853
C9 2.29116 0.62213 2.76942
C10 2.01761 -4.41823 3.19661
H14 -1.13175 -3.26688 -0.33916
C11 -2.89037 1.83603 -1.17853
H15 1.38851 -5.16135 3.69597
H16 5.35478 1.22945 -3.20519
C12 -3.72398 5.36621 -4.77480
C13 0.79722 -2.88163 4.74059
H17 5.54869 -2.84770 0.12060
C14 -4.65129 2.05199 3.79842
H18 1.89884 -4.57530 2.11827
H19 5.10071 0.55351 -5.78348
H20 0.77618 -0.46342 0.82786
H21 3.62991 1.47026 -5.43537
C15 2.02628 -1.90803 2.91673
N1 2.85024 -2.07271 1.77182
H22 2.08302 -3.63154 -3.31535
C16 -3.36686 1.14800 -2.32434
C17 4.58218 -2.56275 0.49680
H23 0.06945 -1.56396 7.31531
H24 -3.48911 0.06408 -2.29270
H25 -5.89662 2.96296 -5.13231
C18 -1.52856 -2.43793 0.25097
H26 6.03613 -0.51646 -0.08353
C19 0.92738 -0.48856 4.52839
H27 1.86896 1.48593 3.30002
C20 4.73423 0.34709 -3.03581
H28 1.24349 -0.93910 -0.96762
C21 1.71380 -0.61777 3.37633
C22 -1.86346 -1.21856 -0.35639
H29 2.64427 -1.77826 -4.69845
C23 1.43832 -0.90372 0.09328
C24 4.71279 -0.23857 -1.76710
C25 2.39851 -3.19970 -2.35865
C26 -4.76419 3.02202 2.78331
C27 -2.35782 -0.17669 0.42818
H30 -4.26532 1.35157 -4.28816
C28 -3.33587 1.73523 1.33073
H31 -1.73864 -1.07691 -1.42681
C29 4.05774 0.45741 -5.45144
C30 -3.78464 1.85186 -3.44464
C31 -2.23747 -1.62464 2.43515
H32 -0.97531 -0.49598 6.38543
C32 -3.86756 0.90372 3.60191
H33 -1.25149 -2.24354 6.37073
H34 3.03427 -3.93488 -1.84263
N2 -4.12229 3.98426 -4.55732
C33 5.54480 0.29562 -0.64592
C34 2.57727 -1.53703 0.53001
C35 3.22125 -1.34074 -3.87845
H35 4.95658 0.91068 0.05643
C36 -1.66481 -2.62468 1.63998
H36 -5.37781 3.90902 2.95364
C37 3.86377 -1.33169 -1.56532
C38 -3.61103 3.25986 -3.51701
H37 -2.43179 -1.76335 3.50107
C39 3.15945 -1.93306 -2.61034
H38 1.49884 -3.02254 -1.75272
H39 2.05783 0.74995 1.70854
H40 3.05750 -4.65118 3.46412
H41 -5.21894 4.12151 -6.31543
H42 -4.27828 3.57249 0.72340
H43 -3.93413 5.97275 -3.87837
C40 -2.56111 -0.40913 1.84352
N3 3.68452 -1.83012 -0.24341
C41 -0.47875 -1.46964 6.37102
C42 -2.78273 1.17374 0.10926
H44 -3.78579 0.12167 4.35991
C43 -4.12602 2.86626 1.54138

***

No. 4
Molecular formula: C3H9NO2
Method: DFT, ωB97M-V/def2-TZVPD

Properties
**DFT total energy**: -324.8187 Eh
**Lowest unoccupied orbital energy**: 0.867 eV
**E_HOMO**: -7.8 eV
**Net charge**: 0
**ΔE to the lowest compared entry with this formula, charge and spin**: 4.189 eV

Positions of all 15 atoms, in Å:
O1 -1.30480 1.31842 -1.29886
H1 0.84487 -1.56413 0.68168
O2 0.35019 -0.59457 -1.04682
H2 2.13812 0.23663 1.55263
H3 0.42070 0.86908 0.54308
C1 -1.90274 -0.28094 0.27595
C2 -0.80975 0.60334 -0.26439
H4 -1.49070 -1.02349 0.95853
H5 2.16823 -1.38090 -0.60550
H6 -2.60020 0.35555 0.82828
H7 -2.44367 -0.78509 -0.52813
H8 2.29720 0.96634 0.08480
N1 1.67372 0.41627 0.66789
H9 -0.58851 1.83349 -1.68836
C3 1.24734 -0.96998 -0.16079

***

No. 5
Molecular formula: C22H27N3O3
Method: DFT, ωB97M-V/def2-TZVPD

Properties
**DFT total energy**: -1244.5548 Eh
**Lowest unoccupied orbital energy**: 0.695 eV
**E_HOMO**: -8.4 eV
**Net charge**: 0
**ΔE to the lowest compared entry with this formula, charge and spin**: 2.190 eV
**Structure (SMILES)**: CCOCN(C(=O)Cn1c(CO)nc2ccccc21)c1c(C)cccc1CC

Positions of all 55 atoms, in Å:
H1 1.64795 0.33136 -1.23936
H2 -1.99225 2.71641 -3.32244
C1 -0.65585 1.68853 -0.32638
C2 2.39878 1.62903 1.03506
H3 -2.77989 1.75005 -2.06584
H4 -0.43111 1.04109 -2.36243
C3 -1.99285 -1.05952 -3.97843
H5 3.25622 2.53751 4.18340
C4 1.99109 -3.33462 0.71877
H6 -0.75565 1.14404 3.49585
H7 -2.26000 3.40161 -1.71669
C5 -3.16731 -1.17020 -3.01440
C6 2.99394 1.87506 3.37187
C7 -0.65093 1.95337 -1.80676
H8 -2.65322 -1.26451 0.13207
H9 -0.53539 3.76637 0.14270
H10 -0.60249 3.42532 2.58094
C8 -0.78441 0.19246 1.58897
H11 -4.02708 -0.61976 -3.40616
C9 -0.64554 2.57735 1.91467
C10 -0.73322 1.29834 2.42773
H12 3.13700 0.08717 4.56301
C11 -2.00985 2.49240 -2.25789
H13 -1.71391 -0.01817 -4.11743
H14 -2.28112 -1.47551 -4.94005
O1 0.66846 -3.73198 0.43421
C12 2.58727 -0.29819 2.52371
H15 0.46079 -3.53578 -0.49126
H16 2.21498 2.06574 0.06481
C13 1.62587 -0.71869 -0.94135
O2 0.15216 -2.30550 -1.94481
H17 2.63888 -3.47407 -0.15733
H18 -1.13647 -1.61602 -3.60652
H19 -0.25236 -1.23999 3.07285
C14 -0.89542 -1.17301 2.19752
C15 -2.15069 -1.30719 -0.84082
H20 -1.91989 -1.35144 2.52676
N1 2.47480 -1.66078 2.44555
C16 2.30381 0.26570 1.25918
C17 -0.60781 2.76757 0.54752
N2 -0.82160 -0.73117 -0.66209
C18 0.24337 -1.31395 -1.23225
C19 -0.73932 0.40212 0.20736
H21 -0.61611 -1.96724 1.51006
H22 2.34195 -3.98262 1.52644
H23 2.82584 3.48802 1.97508
C20 2.74390 2.42010 2.11158
C21 2.13433 -1.92847 1.21934
C22 2.92779 0.51695 3.59685
H24 -2.02318 -2.34992 -1.15572
H25 2.33883 -1.27842 -1.56067
N3 2.00087 -0.79959 0.44254
O3 -2.94685 -0.59333 -1.73610
H26 -3.45045 -2.22467 -2.89433
H27 0.12338 2.69061 -2.03889

***

No. 6
Molecular formula: C13H12BrN8O4RuSe
Method: DFT, ωB97M-V/def2-TZVPD

Properties
**DFT total energy**: -6310.6998 Eh
**Lowest unoccupied orbital energy (alpha / beta)**: -11.863 / -13.883 eV
**E_HOMO (alpha / beta)**: -18.3 / -18.3 eV
**Net charge**: +3
**Multiplicity**: 5
**⟨S²⟩**: 6.0478

Positions of all 40 atoms, in Å:
C1 3.45793 -0.26756 -2.60351
Se1 -1.21020 -1.88814 -2.32889
C2 3.35848 -0.93960 -3.83557
N1 0.98343 -1.85166 1.81091
N2 -0.08589 -2.10449 -3.55259
H1 2.49875 0.31655 -0.77911
C3 -5.03090 1.55273 0.31494
C4 -2.59601 -0.42249 2.47008
O1 1.81681 2.86152 1.51600
Ru1 -0.49155 -0.28682 0.54423
H2 2.06463 -2.03871 -5.17615
O2 -1.32204 -0.39658 2.31685
H3 2.27273 -1.56885 3.43699
H4 3.17714 0.60443 4.08911
C5 -4.21930 1.76877 -0.78462
O3 0.21281 2.12025 0.26017
C6 1.17476 -0.82824 -2.05245
H5 2.83208 1.97455 3.08621
N3 2.70710 0.97788 3.27321
H6 0.30025 -2.35258 2.39794
N4 1.83723 -1.09572 2.64715
N5 1.12915 2.00243 1.07398
H7 -4.54444 2.37939 -1.61593
O4 -3.24887 -0.86360 3.35985
N6 -2.48728 0.44828 0.18937
N7 0.05991 -0.87304 -1.33032
C7 1.08375 -1.51902 -3.33446
H8 1.53171 -2.55738 1.30253
N8 1.30305 0.70425 1.40651
C8 -3.27196 0.28977 1.26203
H9 4.39265 0.20572 -2.34050
C9 1.97650 0.23121 2.48117
C10 2.17140 -1.54381 -4.22027
H10 4.22232 -0.98229 -4.48400
C11 -2.94623 1.20477 -0.81485
H11 -5.12504 0.63812 2.29012
C12 2.40237 -0.20057 -1.72342
H12 -6.02343 1.98739 0.35160
C13 -4.55035 0.79927 1.38580
Br1 -1.81344 1.51384 -2.29012

***

Repeat the fifth record exactly.
Molecular formula: C22H27N3O3
Method: DFT, ωB97M-V/def2-TZVPD

Properties
**DFT total energy**: -1244.5548 Eh
**Lowest unoccupied orbital energy**: 0.695 eV
**E_HOMO**: -8.4 eV
**Net charge**: 0
**ΔE to the lowest compared entry with this formula, charge and spin**: 2.190 eV
**Structure (SMILES)**: CCOCN(C(=O)Cn1c(CO)nc2ccccc21)c1c(C)cccc1CC

Positions of all 55 atoms, in Å:
H1 1.64795 0.33136 -1.23936
H2 -1.99225 2.71641 -3.32244
C1 -0.65585 1.68853 -0.32638
C2 2.39878 1.62903 1.03506
H3 -2.77989 1.75005 -2.06584
H4 -0.43111 1.04109 -2.36243
C3 -1.99285 -1.05952 -3.97843
H5 3.25622 2.53751 4.18340
C4 1.99109 -3.33462 0.71877
H6 -0.75565 1.14404 3.49585
H7 -2.26000 3.40161 -1.71669
C5 -3.16731 -1.17020 -3.01440
C6 2.99394 1.87506 3.37187
C7 -0.65093 1.95337 -1.80676
H8 -2.65322 -1.26451 0.13207
H9 -0.53539 3.76637 0.14270
H10 -0.60249 3.42532 2.58094
C8 -0.78441 0.19246 1.58897
H11 -4.02708 -0.61976 -3.40616
C9 -0.64554 2.57735 1.91467
C10 -0.73322 1.29834 2.42773
H12 3.13700 0.08717 4.56301
C11 -2.00985 2.49240 -2.25789
H13 -1.71391 -0.01817 -4.11743
H14 -2.28112 -1.47551 -4.94005
O1 0.66846 -3.73198 0.43421
C12 2.58727 -0.29819 2.52371
H15 0.46079 -3.53578 -0.49126
H16 2.21498 2.06574 0.06481
C13 1.62587 -0.71869 -0.94135
O2 0.15216 -2.30550 -1.94481
H17 2.63888 -3.47407 -0.15733
H18 -1.13647 -1.61602 -3.60652
H19 -0.25236 -1.23999 3.07285
C14 -0.89542 -1.17301 2.19752
C15 -2.15069 -1.30719 -0.84082
H20 -1.91989 -1.35144 2.52676
N1 2.47480 -1.66078 2.44555
C16 2.30381 0.26570 1.25918
C17 -0.60781 2.76757 0.54752
N2 -0.82160 -0.73117 -0.66209
C18 0.24337 -1.31395 -1.23225
C19 -0.73932 0.40212 0.20736
H21 -0.61611 -1.96724 1.51006
H22 2.34195 -3.98262 1.52644
H23 2.82584 3.48802 1.97508
C20 2.74390 2.42010 2.11158
C21 2.13433 -1.92847 1.21934
C22 2.92779 0.51695 3.59685
H24 -2.02318 -2.34992 -1.15572
H25 2.33883 -1.27842 -1.56067
N3 2.00087 -0.79959 0.44254
O3 -2.94685 -0.59333 -1.73610
H26 -3.45045 -2.22467 -2.89433
H27 0.12338 2.69061 -2.03889

***

Q: What is the DFT total energy in the fifth record?
A: -1244.5548 Eh

***

Q: Among the records above, which one has the highest DFT total energy?
A: C5H5N

***

Copy entry 2 word for word.
Molecular formula: C5H5N
Method: DFT, ωB97M-V/def2-TZVPD

Properties
**DFT total energy**: -248.1412 Eh
**Lowest unoccupied orbital energy**: 1.234 eV
**E_HOMO**: -9.1 eV
**Net charge**: 0
**ΔE to the lowest compared entry with this formula, charge and spin**: 3.643 eV

Positions of all 11 atoms, in Å:
C1 -0.83926 0.17846 0.32069
H1 -1.40132 0.46300 -1.98108
H2 1.40860 1.10910 -1.63155
H3 -1.72269 0.58257 0.82464
C2 0.55741 0.87659 -0.99907
C3 -0.22600 -1.07456 0.91477
C4 -0.69836 0.46651 -1.16045
H4 2.01257 -0.86065 1.05216
N1 0.57204 0.77621 0.44458
H5 -0.65136 -1.98627 1.30873
C5 0.98837 -0.53096 0.90658